i | A gas-phase ion, C3H10N2S (charge +1), computed with ωB97M-V/def2-TZVPD.

```
! wB97M-V def2-TZVPD RIJCOSX def2/J DEFGRID3
* xyz 1 2
C 0.39808 0.81647 -0.29901
C 1.45929 1.22735 0.67954
S 2.44120 2.70940 0.24971
N -0.17958 -0.50072 0.17198
C -1.38792 -1.09568 -0.52014
N -1.66123 -2.47196 0.00640
H 0.81507 0.46653 -1.34858
H -0.30702 1.55510 -0.71126
H 1.05159 1.26153 1.71409
H 2.37195 0.59082 0.63709
H 1.53982 3.75720 0.60339
H -0.00338 -0.98387 1.02066
H -1.20830 -0.91680 -1.68037
H -2.26449 -0.44690 -0.27337
H -0.82673 -3.06409 0.38793
H -2.23833 -2.90439 -0.63805
*
```

For the HOMO energy (alpha / beta), the calculation gives -0.48044 / -0.48038 Ha. The expectation value of S² is 0.755. The calculation puts the HOMO-LUMO gap (alpha / beta) at 10.032 / 5.341 eV.

Atom-resolved charges from natural (NBO), all expressed in e: -0.2862, -0.5805, 0.0190, -0.1405, -0.1038, -0.8425, 0.2792, 0.2873, 0.2433, 0.2572, 0.1532, 0.4189, 0.2339, 0.2614, 0.4032, 0.3969

=====

ii | 2 unconnected molecules or ions with the total composition C3H10N2S, computed with ωB97M-V/def2-TZVPD.

```
! wB97M-V def2-TZVPD RIJCOSX def2/J DEFGRID3
* xyz 1 2
C -0.66571 0.74038 -3.89306
C 0.32031 1.06128 -2.88232
S -0.34252 0.86156 -1.14261
H -1.67149 1.07050 -3.67403
H -0.70334 -0.40610 -3.82624
H -0.40842 1.08576 -4.98595
H 0.89092 1.98296 -3.25692
H 1.34102 0.49329 -2.87546
N 0.66761 -0.12637 4.08729
C 0.61235 -1.13620 3.26247
N -0.51506 -1.40585 2.61723
H -0.24388 0.48611 4.12763
H 1.43916 0.11072 4.77390
H 1.39399 -1.92617 3.07683
H -0.82695 -2.20521 1.96118
H -1.28800 -0.68665 2.63006
*
```

For the HOMO energy (alpha / beta), the calculation gives -0.44213 / -0.42770 Ha. The expectation value of S² is 0.753. The calculation puts the HOMO-LUMO gap (alpha / beta) at 8.125 / 7.062 eV.

Atom-resolved charges from natural (NBO), all expressed in e: -0.6468, -0.5815, 0.0449, 0.2307, 0.2114, 0.2317, 0.2551, 0.2552, -0.7202, 0.3944, -0.7329, 0.4351, 0.4724, 0.2590, 0.4748, 0.4167

=====

Stability, highest: ii

=====

i | A single C6H6O2S molecule, computed with ωB97M-V/def2-TZVPD.

```
! wB97M-V def2-TZVPD RIJCOSX def2/J DEFGRID3
* xyz 0 1
O 1.27435 -3.16803 2.45206
S 0.63160 -1.87764 2.33870
O 0.00393 -1.11300 3.40072
C 1.30626 -0.75335 1.17412
C 1.62757 0.45688 0.75614
C 0.90517 0.88369 -0.41804
C -0.40851 0.61687 -0.56071
C -1.04417 -0.53771 0.21716
C 0.07250 -1.47092 0.57348
H 2.40718 1.06754 1.33976
H 1.51327 1.57460 -0.95709
H -0.81375 1.13500 -1.41576
H -1.51685 -0.12420 1.02937
H -1.64395 -1.10641 -0.40861
H 0.37570 -2.29083 -0.21183
*
```

For the HOMO energy, the calculation gives -0.34324 Ha. The calculation puts the HOMO-LUMO gap at 9.418 eV.

Atom-resolved charges from natural (NBO), all expressed in e: -0.8735, 2.1115, -0.8814, -0.3299, -0.1835, -0.2411, -0.1323, -0.4784, -0.3972, 0.2403, 0.2175, 0.2194, 0.2403, 0.2344, 0.2539

=====

ii | A single C6H6O2S molecule, computed with ωB97M-V/def2-TZVPD.

```
! wB97M-V def2-TZVPD RIJCOSX def2/J DEFGRID3
* xyz 0 1
O 2.94188 0.50040 -0.25203
C 1.79193 0.16360 -0.12152
C 1.04971 -0.64893 -1.09628
C -0.29112 -0.79738 -1.08728
C -1.25227 0.01398 -0.25808
O -2.31220 -0.77187 0.23113
S -1.28094 1.75423 -0.47269
C -0.49026 0.85025 0.92392
C 0.89121 0.51582 1.09069
H 1.65053 -1.04459 -1.92485
H -0.77912 -1.59686 -1.69401
H -3.03593 -0.86096 -0.42951
H -1.22124 0.85275 1.77995
H 0.87297 -0.40853 1.67118
H 1.46483 1.47809 1.63937
*
```

For the HOMO energy, the calculation gives -0.34415 Ha. The calculation puts the HOMO-LUMO gap at 9.347 eV.

Atom-resolved charges from natural (NBO), all expressed in e: -0.5137, 0.5588, -0.3242, -0.1288, 0.0540, -0.7022, 0.1973, -0.2815, -0.5485, 0.2340, 0.2196, 0.4815, 0.2567, 0.2550, 0.2419

=====

Stability, highest: ii

=====

i | A molecular structure, C2H6N2OS, computed with ωB97M-V/def2-TZVPD.

```
! wB97M-V def2-TZVPD RIJCOSX def2/J DEFGRID3
* xyz 0 1
C 1.88182 0.96639 0.30769
C 1.72278 -0.52319 0.65969
N -2.58977 -1.54185 -1.14438
N 0.44423 1.21417 0.41172
O -0.02497 2.35494 0.44145
S 0.21596 -0.30126 1.38957
H 2.41189 1.58868 1.11009
H 2.19795 1.38284 -0.64935
H -3.35804 -1.95630 -0.67816
H 2.41579 -1.31808 0.46289
H -3.13964 -0.97136 -1.80775
H -2.17800 -0.89499 -0.50346
*
```

For the HOMO energy (alpha / beta), the calculation gives -0.31452 / -0.28588 Ha. The calculation puts the HOMO-LUMO gap (alpha / beta) at 8.340 / 7.437 eV.

Atom-resolved charges from natural (NBO), all expressed in e: -0.3185, -0.4485, -1.0503, -0.0164, -0.3522, 0.4466, 0.2241, 0.2249, 0.3470, 0.2412, 0.3490, 0.3532

=====

ii | A single C2H6N2OS molecule, computed with ωB97M-V/def2-TZVPD.

```
! wB97M-V def2-TZVPD RIJCOSX def2/J DEFGRID3
* xyz 0 1
C -1.72575 -0.11305 0.12169
N -0.36558 0.22342 -0.33211
O -0.06372 1.50630 0.13492
C 0.53103 -0.75938 -0.08304
N 1.80673 -0.86841 -0.02301
S 2.74433 0.48072 -0.01419
H -2.57579 0.37315 -0.57137
H -2.06080 -1.21755 -0.04371
H -1.77153 0.16362 1.17857
H -0.37143 2.11461 -0.70201
H -0.06701 -1.71327 0.08067
H 3.91951 -0.19016 0.25360
*
```

For the HOMO energy, the calculation gives -0.29173 Ha. The calculation puts the HOMO-LUMO gap at 8.467 eV.

Atom-resolved charges from natural (NBO), all expressed in e: -0.4467, -0.1854, -0.5467, 0.2321, -0.6334, 0.1847, 0.2070, 0.2205, 0.2092, 0.4794, 0.1723, 0.1070

=====

Stability, highest: ii